1.
Below is an isolated molecule of C5H8N2O in a non-equilibrium geometry, with properties calculated with the ωB97M-V functional and the def2-TZVPD basis.

Positions of all 16 atoms, in Å:
C -0.461 -1.764 -1.222
C -0.090 -1.953 0.032
C -0.394 -1.055 1.170
O -0.548 -1.578 2.295
C -0.577 0.378 0.982
C 0.106 1.158 0.110
N -0.052 2.567 0.055
N 1.200 0.709 -0.676
H -0.381 -2.603 -1.956
H -0.655 -0.674 -1.571
H 0.262 -2.861 0.465
H -1.110 0.946 1.729
H -0.611 2.905 0.854
H 0.884 3.040 0.146
H 1.300 -0.253 -0.760
H 1.126 1.039 -1.650

Calculated values
- ΔE to the lowest compared entry with this formula, charge and spin: 39.3 kcal per mole
- Structure (SMILES): C=CC(=O)C=C(N)N
- Molecular weight: 112.13 g mol⁻¹

Computed natural (NBO) charges, given in elementary charges: atom 1 (C): -0.35, atom 2 (C): -0.30, atom 3 (C): 0.49, atom 4 (O): -0.55, atom 5 (C): -0.47, atom 6 (C): 0.42, atom 7 (N): -0.81, atom 8 (N): -0.82, atom 9 (H): 0.22, atom 10 (H): 0.21, atom 11 (H): 0.23, atom 12 (H): 0.22, atom 13 (H): 0.38, atom 14 (H): 0.38, atom 15 (H): 0.39, atom 16 (H): 0.37


2.
Below is a cluster of 8 separate species, C16H24N8 in total in a non-equilibrium geometry, with properties calculated with the ωB97M-V functional and the def2-TZVPD basis.

Positions of all 48 atoms, in Å:
C 0.326 4.314 1.070
C 0.885 3.083 1.629
N 1.315 2.090 2.006
H -0.636 4.053 0.627
H 0.955 4.703 0.275
H 0.157 4.981 1.914
C -0.585 1.975 -3.394
C 0.448 2.502 -2.518
N 1.257 2.906 -1.813
H -0.945 1.006 -3.047
H -0.158 1.846 -4.387
H -1.463 2.616 -3.330
C 4.482 -2.217 0.207
C 3.396 -2.556 1.090
N 2.519 -2.800 1.791
H 4.473 -2.878 -0.664
H 5.451 -2.380 0.675
H 4.405 -1.198 -0.168
C -4.373 -2.532 1.014
C -3.060 -2.062 1.440
N -2.024 -1.700 1.779
H -5.119 -1.742 1.064
H -4.673 -3.371 1.643
H -4.389 -2.941 0.005
C -0.364 -4.540 1.341
C -1.735 -5.040 1.315
N -2.831 -5.382 1.285
H 0.281 -5.151 1.968
H -0.320 -3.524 1.724
H -0.007 -4.571 0.311
C 0.695 -0.641 0.108
C -0.469 -0.034 -0.527
N -1.304 0.522 -1.083
H 1.226 0.220 0.519
H 1.329 -1.148 -0.616
H 0.382 -1.331 0.888
C 4.060 2.044 0.747
C 5.197 1.784 -0.132
N 6.073 1.582 -0.847
H 3.469 1.131 0.773
H 3.438 2.830 0.333
H 4.454 2.275 1.734
C -4.575 1.822 -1.003
C -3.983 2.013 -2.327
N -3.492 2.153 -3.355
H -5.654 1.741 -1.130
H -4.382 2.644 -0.320
H -4.134 0.903 -0.617

Calculated values
- ΔE to the lowest compared entry with this formula, charge and spin: 8.0 kcal per mole
- Structure (SMILES): CC#N.CC#N.CC#N.CC#N.CC#N.CC#N.CC#N.CC#N
- Molecular weight: 328.42 g mol⁻¹

Computed natural (NBO) charges, given in elementary charges: atom 1 (C): -0.72, atom 2 (C): 0.33, atom 3 (N): -0.39, atom 4 (H): 0.26, atom 5 (H): 0.28, atom 6 (H): 0.25, atom 7 (C): -0.75, atom 8 (C): 0.35, atom 9 (N): -0.43, atom 10 (H): 0.29, atom 11 (H): 0.25, atom 12 (H): 0.29, atom 13 (C): -0.73, atom 14 (C): 0.30, atom 15 (N): -0.35, atom 16 (H): 0.26, atom 17 (H): 0.26, atom 18 (H): 0.26, atom 19 (C): -0.73, atom 20 (C): 0.33, atom 21 (N): -0.38, atom 22 (H): 0.25, atom 23 (H): 0.28, atom 24 (H): 0.26, atom 25 (C): -0.73, atom 26 (C): 0.32, atom 27 (N): -0.38, atom 28 (H): 0.26, atom 29 (H): 0.28, atom 30 (H): 0.25, atom 31 (C): -0.74, atom 32 (C): 0.37, atom 33 (N): -0.43, atom 34 (H): 0.28, atom 35 (H): 0.24, atom 36 (H): 0.28, atom 37 (C): -0.72, atom 38 (C): 0.29, atom 39 (N): -0.35, atom 40 (H): 0.25, atom 41 (H): 0.27, atom 42 (H): 0.26, atom 43 (C): -0.72, atom 44 (C): 0.33, atom 45 (N): -0.37, atom 46 (H): 0.25, atom 47 (H): 0.25, atom 48 (H): 0.27


3.
Below is a structure of composition C14H22BiN5S2 in a non-equilibrium geometry, with properties calculated with the ωB97M-V functional and the def2-TZVPD basis.

Positions of all 44 atoms, in Å:
Bi 5.230 11.496 7.676
C 7.850 15.878 5.101
S 8.721 14.265 5.163
C 7.649 13.204 6.044
S 6.129 13.826 6.724
N 8.084 11.919 6.117
N 7.199 11.000 6.583
C 7.520 9.690 6.401
C 6.561 8.669 6.562
C 6.766 7.309 6.151
C 5.717 6.429 6.149
C 4.436 6.881 6.572
C 4.347 8.176 7.051
N 5.375 9.019 7.113
H 8.544 16.587 4.634
H 7.613 16.201 6.119
H 6.926 15.767 4.519
H 8.498 9.439 6.021
H 7.744 7.018 5.815
H 5.857 5.415 5.824
H 3.563 6.244 6.545
H 3.395 8.561 7.410
C 9.403 12.366 12.510
C 8.044 13.002 12.163
N 7.455 12.535 10.919
C 7.978 13.307 9.767
C 7.405 14.717 9.694
C 6.700 11.441 10.828
C 6.349 10.697 12.092
N 6.249 10.908 9.671
H 9.699 12.754 13.470
H 10.161 12.629 11.785
H 9.354 11.277 12.554
H 8.149 14.090 12.056
H 7.337 12.848 12.981
H 7.787 12.732 8.869
H 9.071 13.353 9.890
H 6.308 14.676 9.687
H 7.732 15.174 8.766
H 7.717 15.365 10.529
H 5.822 11.386 12.773
H 7.244 10.350 12.597
H 5.667 9.871 11.858
H 5.926 9.943 9.811

Calculated values
- ΔE to the lowest compared entry with this formula, charge and spin: 0.0 kcal per mole
- Net charge: +2
- Molecular weight: 533.48 g mol⁻¹

Computed natural (NBO) charges, given in elementary charges: atom 1 (Bi): 1.66, atom 2 (C): -0.74, atom 3 (S): 0.44, atom 4 (C): -0.08, atom 5 (S): -0.20, atom 6 (N): -0.35, atom 7 (N): -0.35, atom 8 (C): 0.12, atom 9 (C): 0.11, atom 10 (C): -0.16, atom 11 (C): -0.12, atom 12 (C): -0.19, atom 13 (C): 0.05, atom 14 (N): -0.52, atom 15 (H): 0.27, atom 16 (H): 0.24, atom 17 (H): 0.25, atom 18 (H): 0.25, atom 19 (H): 0.25, atom 20 (H): 0.26, atom 21 (H): 0.26, atom 22 (H): 0.22, atom 23 (C): -0.62, atom 24 (C): -0.22, atom 25 (N): -0.34, atom 26 (C): -0.22, atom 27 (C): -0.62, atom 28 (C): 0.57, atom 29 (C): -0.68, atom 30 (N): -0.95, atom 31 (H): 0.25, atom 32 (H): 0.22, atom 33 (H): 0.21, atom 34 (H): 0.23, atom 35 (H): 0.22, atom 36 (H): 0.20, atom 37 (H): 0.23, atom 38 (H): 0.21, atom 39 (H): 0.24, atom 40 (H): 0.23, atom 41 (H): 0.27, atom 42 (H): 0.26, atom 43 (H): 0.24, atom 44 (H): 0.40


ΔE to the lowest compared entry with this formula, charge and spin of number 2 (C16H24N8)?
8.0 kcal per mole


What is the formula in the first record?
C5H8N2O